Record 1
# C2H6N2O2

C2H6N2O2 in the gas phase (ωB97M-V/def2-TZVPD, the Open Molecules 2025 dataset).

```
12
Properties=species:S:1:pos:R:3:forces:R:3
C 0.2888 -0.4030 -1.6300 -0.6808 0.1222 -0.9773
N -0.9071 0.1644 -0.6782 5.5070 1.7279 -1.3463
O -0.8114 1.5930 -1.2982 1.0809 -1.9499 1.8409
C -0.3243 0.2038 0.7328 -1.9458 1.1913 -0.6008
N 0.7138 -0.4661 0.8337 1.5633 -3.5942 2.1152
O 0.8789 -1.0056 2.2257 1.3569 -0.7493 -0.5809
H 1.3212 -0.1357 -1.4874 0.0801 1.6820 1.0695
H 0.2545 -0.3103 -2.7623 -1.5137 0.4586 1.5154
H 0.4816 -1.4077 -1.4663 -0.7866 -2.3753 0.5421
H -1.7295 1.6216 -1.3166 -2.7976 1.2536 -0.6083
H -0.8143 0.6971 1.6503 0.0576 -0.9469 -1.8342
H 1.5132 -1.8571 2.2566 -1.9213 3.1799 -1.1352
```
Positions in Å, forces in eV/Å.

The calculation puts the HOMO energy at -0.3699 Ha. The largest force on an atom is 5.9 eV/Å. The value obtained for the frontier orbital gap is 10.740 eV. The net charge is 0. As for the LUMO energy: 0.674 eV.



Record 2
# C5H4O2

C5H4O2 in the gas phase (ωB97M-V/def2-TZVPD, the Open Molecules 2025 dataset).

```
11
Properties=species:S:1:pos:R:3:forces:R:3
O -0.0968 -1.2783 2.2709 0.1440 0.3397 -0.8096
C 0.0140 -0.6107 1.2722 0.1035 -0.3148 -0.2650
C -0.3117 0.7705 0.9602 0.0077 0.2392 -0.0128
C -0.2210 1.0540 -0.3620 0.0041 -0.0239 0.4029
C -0.2576 -0.0909 -1.2654 0.8048 -0.7926 0.5384
C 0.7296 -1.1045 -0.0896 0.0036 0.1991 -0.7240
O 1.6927 -1.7765 -0.2417 -1.2506 0.7656 -0.0842
H -0.3815 1.5128 1.7402 0.1688 0.0254 0.0857
H 0.0644 2.0395 -0.7257 -0.5560 -0.0154 0.0248
H -0.0715 0.1825 -2.3246 0.7044 -0.7045 0.7382
H -1.1606 -0.6984 -1.2345 -0.1343 0.2822 0.1056
```
Positions in Å, forces in eV/Å.

The calculation puts the HOMO energy at -0.3351 Ha. The largest force on an atom is 1.5 eV/Å. The value obtained for the frontier orbital gap is 8.778 eV. The net charge is 0. As for the LUMO energy: -0.339 eV.



Record 3
# C31H55N7O4

7 unconnected molecules or ions with the total composition C31H55N7O4 (ωB97M-V/def2-TZVPD, the Open Molecules 2025 dataset).

```
97
Properties=species:S:1:pos:R:3:forces:R:3
C 3.2917 1.8318 1.4245 -0.4625 0.4265 1.0623
C 1.8211 2.1041 2.0366 -1.0047 -3.4231 -0.8450
O 1.0409 1.1163 2.0268 2.1536 3.9064 0.4075
O 1.5031 3.3713 2.5790 0.4949 -1.6939 -1.6162
C 0.4682 4.0485 1.8202 -1.5706 1.3435 -0.1632
C -1.0196 3.4920 2.0819 -0.2998 0.6750 -0.4341
C -1.9337 3.6051 0.7514 -0.8468 -0.3898 1.4375
C -3.4568 3.3630 1.2460 0.6215 1.2484 -0.5390
N -3.9223 2.0003 0.7770 -1.5729 0.3346 2.2789
C -4.9120 1.5167 1.7396 0.5686 -2.9758 1.5128
O -4.7879 0.4619 2.4085 -0.2446 3.5284 -2.5217
O -6.1179 2.2852 1.9199 2.5653 0.0367 0.0914
H 3.9751 1.7338 2.3471 -0.7601 0.4422 -1.5321
H 3.6015 2.6894 0.7419 -0.2327 -1.1324 1.0615
H 3.3410 0.8177 0.8863 -0.4311 1.7087 0.8730
H 0.4609 5.1380 2.1978 0.3107 -1.7489 -0.4461
H 0.6996 4.1319 0.6949 -0.1890 -0.6255 1.7353
H -1.0551 2.4440 2.5209 0.3342 1.2580 -0.7933
H -1.5278 4.1760 2.8611 0.9144 -1.0014 -1.0953
H -1.8743 4.6705 0.3464 0.1000 -1.5718 0.2686
H -1.6596 2.8026 -0.0270 -0.4952 1.7739 1.3400
H -4.1068 4.2144 0.8265 0.7509 -1.5934 0.6057
H -3.4918 3.4141 2.3917 0.0640 -0.0234 -1.5278
H -3.1033 1.3634 0.7560 -1.0209 0.3195 0.3078
H -6.0568 2.6584 2.8339 -0.2136 -0.6455 -0.9184
C 2.9777 -2.0954 4.0360 0.0990 0.2316 -0.0124
C 2.6020 -2.9588 2.8381 -0.2696 0.1862 0.2606
C 3.8208 -3.4651 2.0629 0.1553 0.7501 -0.2539
C 4.6102 -2.3031 1.5355 1.9333 2.5307 -1.2562
N 5.2266 -1.3720 1.1274 -2.3225 -3.4878 1.4725
H 3.5053 -1.1877 3.7299 -0.0365 -0.0506 -0.0660
H 2.0803 -1.7825 4.5740 0.0947 -0.0812 -0.0005
H 3.6160 -2.6472 4.7308 -0.1670 0.2984 -0.1951
H 1.9538 -2.3791 2.1729 0.0920 -0.0863 -0.0256
H 2.0206 -3.8165 3.1866 0.1367 -0.0064 -0.0919
H 3.5009 -4.0885 1.2240 0.1674 0.0803 -0.0151
H 4.4630 -4.0700 2.7090 0.0371 0.0913 -0.0768
C -8.4603 4.4107 -2.7324 -0.0462 -0.0550 0.0510
C -7.6974 3.2650 -2.0749 -0.2553 0.1459 -0.2757
C -7.0342 3.6685 -0.7558 0.5389 0.3946 -0.5339
C -6.0456 4.7707 -0.9980 1.5177 1.6513 -0.0933
N -5.2695 5.6348 -1.1881 -2.1450 -2.4273 0.5064
H -7.7969 5.2357 -3.0000 -0.0744 -0.0766 0.0320
H -8.9390 4.0693 -3.6521 0.0112 0.0911 0.1037
H -9.2385 4.7963 -2.0662 0.0494 -0.0294 -0.0319
H -6.9387 2.8973 -2.7736 0.0110 -0.0261 0.1423
H -8.3894 2.4386 -1.8871 0.1405 -0.0045 0.1113
H -6.5145 2.8140 -0.3199 0.0510 0.2710 0.0318
H -7.7838 4.0111 -0.0379 0.1447 0.0553 -0.0258
C 5.5195 -6.4320 7.5595 0.0100 -0.0618 0.0507
C 6.0789 -5.7895 6.2946 0.0641 -0.3188 0.1818
C 5.4057 -4.4573 5.9555 -0.7142 -0.3872 -0.1630
C 3.9378 -4.6700 5.7270 -2.2230 -0.3188 -0.2389
N 2.7875 -4.8406 5.5499 3.2505 0.2496 0.5406
H 4.4601 -6.6780 7.4518 0.0549 0.0828 -0.0016
H 6.0479 -7.3628 7.7779 -0.0214 0.0981 0.0138
H 5.6327 -5.7663 8.4204 -0.0266 -0.0690 -0.0491
H 5.9605 -6.4875 5.4599 0.0375 0.1513 -0.0031
H 7.1520 -5.6232 6.4247 -0.0869 0.0968 -0.1067
H 5.8490 -4.0315 5.0515 -0.1651 0.0638 0.0454
H 5.5407 -3.7403 6.7697 -0.1368 -0.0227 -0.0777
C -5.3533 2.9693 -6.6810 0.0706 -0.0256 0.0324
C -6.7715 2.4324 -6.8439 0.3140 -0.1284 0.0954
C -7.7529 3.4889 -7.3571 0.0469 0.4163 0.7198
C -7.8251 4.6321 -6.3884 -0.3011 1.8746 1.2408
N -7.8818 5.5268 -5.6269 0.2171 -2.4913 -2.2347
H -5.3085 3.7706 -5.9392 -0.0436 -0.0112 -0.0863
H -4.6836 2.1755 -6.3415 -0.0320 0.0602 -0.0652
H -4.9691 3.3561 -7.6296 -0.0070 -0.0145 0.0866
H -7.1163 2.0433 -5.8807 -0.0861 0.0319 -0.1215
H -6.7555 1.5915 -7.5433 -0.1328 0.0796 0.0197
H -8.7490 3.0538 -7.4696 0.0225 0.1853 0.0352
H -7.4358 3.8664 -8.3328 -0.0368 0.0814 0.1234
C 6.5575 -4.8235 -3.3626 -0.0369 -0.0171 -0.0857
C 5.9399 -4.5174 -2.0022 -0.1259 -0.0578 -0.3101
C 6.9876 -4.2809 -0.9121 0.2350 -0.8032 -0.0327
C 7.8354 -5.5078 -0.7461 1.4275 -1.7071 0.4788
N 8.4987 -6.4705 -0.6159 -1.8960 2.6604 -0.3954
H 7.1448 -5.7448 -3.3403 0.0038 0.0907 0.0488
H 5.7751 -4.9559 -4.1137 0.0741 0.0482 0.0357
H 7.2089 -4.0076 -3.6899 -0.0402 -0.0777 0.0085
H 5.2866 -5.3474 -1.7146 0.0561 0.0997 0.0820
H 5.3099 -3.6272 -2.0897 0.0713 -0.0178 0.1482
H 6.4978 -4.0506 0.0371 0.1917 -0.0455 -0.0108
H 7.6297 -3.4358 -1.1732 0.0231 -0.1215 0.0654
C 2.5427 -0.3958 -1.9730 0.0599 -0.0412 -0.0053
C 1.1242 -0.9394 -2.1084 0.3260 -0.1342 0.1321
C 0.1309 0.1082 -2.6172 0.0423 0.3972 0.7069
C 0.0702 1.2604 -1.6591 -0.2771 1.8292 1.2471
N 0.0227 2.1615 -0.9039 0.7065 -2.8082 -2.4701
H 2.5956 0.4133 -1.2404 -0.0526 -0.0331 -0.0940
H 3.2208 -1.1834 -1.6355 -0.0153 0.0794 -0.0351
H 2.9108 -0.0175 -2.9316 -0.0013 -0.0132 0.0804
H 0.7958 -1.3196 -1.1359 -0.0859 0.0486 -0.1155
H 1.1324 -1.7876 -2.7991 -0.1387 0.0878 0.0072
H -0.8654 -0.3313 -2.7096 0.0159 0.1919 0.0403
H 0.4311 0.4770 -3.6016 -0.0352 0.0988 0.1274
```
Positions in Å, forces in eV/Å.

The calculation puts the HOMO energy at -0.3586 Ha. The largest force on an atom is 4.5 eV/Å. The value obtained for the frontier orbital gap is 10.054 eV. The net charge is 0. As for the LUMO energy: 0.297 eV.



Record 4
# C3H3NOS3

2 unconnected molecules or ions with the total composition C3H3NOS3 (ωB97M-V/def2-TZVPD, the Open Molecules 2025 dataset).

```
11
Properties=species:S:1:pos:R:3:forces:R:3
C -0.7849 0.0653 0.2933 -3.5185 3.3166 4.5015
C 1.0647 0.8134 -0.4489 3.9807 3.3537 -0.5095
C 0.1743 -0.2671 -0.4737 2.3218 -1.0954 -2.3599
H -1.9038 -2.3787 1.2082 -0.9518 3.2319 -1.0132
H -0.3513 0.9069 2.1901 0.2558 1.6534 -4.0476
H 1.2507 -1.3703 -2.2111 0.1758 0.3375 0.0622
N -0.4302 1.2842 1.0475 -2.0162 -1.5724 3.5559
O 0.7473 1.8015 0.4914 -0.9566 -3.2029 -0.2028
S -2.4359 -0.3611 0.6026 1.3271 -3.8804 0.9815
S 2.3570 1.2275 -1.3737 -0.3868 -0.8591 -0.2000
S 0.3120 -1.7216 -1.3257 -0.2312 -1.2828 -0.7680
```
Positions in Å, forces in eV/Å.

The calculation puts the HOMO energy at -0.3167 Ha. The largest force on an atom is 6.6 eV/Å. The value obtained for the frontier orbital gap is 6.048 eV. The net charge is 0. As for the LUMO energy: -2.569 eV.



Record 5
# C9H8BrNO

2 unconnected molecules or ions with the total composition C9H8BrNO (ωB97M-V/def2-TZVPD, the Open Molecules 2025 dataset).

```
20
Properties=species:S:1:pos:R:3:forces:R:3
C 0.1742 2.4865 0.9083 0.1496 -0.2550 -0.0412
C 0.3556 1.1894 0.6105 -0.2415 0.6484 0.2407
C 1.6865 0.6721 0.3703 0.5339 -0.3561 -0.0557
C 1.9712 -0.6303 0.5423 0.2561 0.6015 -0.2046
C 0.9524 -1.5478 0.9559 -0.7793 -0.1731 0.1648
C -0.3362 -1.1608 1.0015 0.3154 -0.5089 0.1538
C -0.7128 0.1877 0.6316 -0.7332 0.1268 -0.2841
C -1.9870 0.3949 0.2379 0.2237 0.4317 -0.1741
O -2.9543 -0.5241 0.4013 -0.0063 -0.0984 0.0803
Br -2.5984 1.9975 -0.6324 -0.0422 -0.4189 0.1502
H -0.7675 2.8936 1.2275 -0.1695 -0.0137 0.0269
H 1.0073 3.1692 0.8812 0.1908 0.0979 -0.0561
H 2.4632 1.3849 0.1300 0.0633 0.0299 -0.0481
H 2.9714 -1.0050 0.3892 0.1625 0.0578 0.0203
H 1.2296 -2.5589 1.2062 -0.0356 -0.1674 -0.0040
H -1.1269 -1.8518 1.2446 0.0077 -0.1306 0.0328
H -3.6633 -0.4117 -0.2435 0.1286 0.0967 -0.0343
C -1.6373 -1.6229 -3.7573 -0.0804 0.0566 -0.5339
N -1.4209 -1.7881 -2.6526 0.1179 -0.0936 0.8964
H -1.8318 -1.4813 -4.7876 -0.0613 0.0685 -0.3300
```
Positions in Å, forces in eV/Å.

The calculation puts the HOMO energy at -0.2643 Ha. The largest force on an atom is 0.9 eV/Å. The value obtained for the frontier orbital gap is 7.423 eV. The net charge is 0. As for the LUMO energy: 0.229 eV.



Record 6
# C5H12O2

2 unconnected molecules or ions with the total composition C5H12O2 (ωB97M-V/def2-TZVPD, the Open Molecules 2025 dataset).

```
19
Properties=species:S:1:pos:R:3:forces:R:3
C -1.9020 0.6258 1.1933 -0.0532 0.0394 -0.0443
C -0.8280 -0.3649 1.6519 0.0549 0.0006 0.0910
C -0.3761 -1.2987 0.5652 0.1734 -0.0352 -0.0534
C 0.8620 -1.3851 0.0929 -0.3577 -0.1655 -0.0162
O 1.8596 -0.5296 0.5163 0.1973 -0.0967 -0.0237
H -1.4943 1.3097 0.4422 -0.0948 -0.1111 0.1085
H -2.7579 0.1034 0.7495 0.1266 0.0562 0.0648
H -2.2738 1.2100 2.0427 0.0713 -0.0648 -0.1491
H 0.0361 0.1796 2.0481 -0.1306 -0.0740 -0.0490
H -1.2210 -0.9694 2.4810 0.0423 0.0794 -0.1068
H -1.1179 -1.9594 0.1211 0.1307 0.0374 0.0773
H 1.1474 -2.0917 -0.6841 -0.0489 0.0977 0.1367
H 2.7113 -0.8476 0.1963 -0.1270 0.0659 0.0611
C 0.8772 0.9540 -2.2504 0.0631 -0.0770 -0.4181
O 0.5587 1.5709 -1.0266 0.1696 -0.0379 0.2578
H 1.8660 1.2577 -2.6294 -0.1538 -0.0279 0.0897
H 0.8528 -0.1429 -2.1864 -0.0308 0.1688 0.0050
H 0.1264 1.2584 -2.9843 0.0948 -0.0097 0.0825
H 1.0734 1.1197 -0.3392 -0.1271 0.1544 -0.1138
```
Positions in Å, forces in eV/Å.

The calculation puts the HOMO energy at -0.3294 Ha. The largest force on an atom is 0.4 eV/Å. The value obtained for the frontier orbital gap is 9.538 eV. The net charge is 0. As for the LUMO energy: 0.576 eV.